Here is a gas-phase ion, C5H12NO (charge -1) in a non-equilibrium geometry from the OMol25 dataset. Energies are from ωB97M-V/def2-TZVPD.

Geometry as XYZ:
```
19
Properties=species:S:1:pos:R:3:lowdin_charge:R:1
C -0.925 1.972 -1.616 -0.11
C -0.086 1.440 -0.414 -0.23
C -0.100 -0.088 -0.307 -0.40
C -1.078 -0.679 0.695 -0.57
O -1.116 -1.987 0.791 -0.30
N 1.241 -0.744 -0.175 -0.09
C 1.970 -0.261 0.981 -0.19
H -0.513 2.967 -1.799 0.05
H -1.927 2.177 -1.245 0.06
H -0.838 1.229 -2.398 0.06
H -0.488 1.906 0.484 0.10
H 0.959 1.671 -0.640 0.09
H -0.392 -0.419 -1.314 0.11
H -2.010 -0.021 0.680 0.08
H -0.826 -0.109 1.692 0.08
H 0.885 -1.680 0.069 0.08
H 1.439 -0.097 1.934 0.07
H 2.825 -0.902 1.212 0.06
H 2.350 0.752 0.776 0.05
```

Computed properties:
net charge: -1
SMILES: CC[C@H](C[O-])NC

Here is a gas-phase ion, C5H12NO (charge -1) in a non-equilibrium geometry from the OMol25 dataset. Energies are from ωB97M-V/def2-TZVPD.

Geometry as XYZ:
```
19
Properties=species:S:1:pos:R:3:lowdin_charge:R:1
C -0.438 0.300 2.225 -0.14
C -0.330 0.657 0.729 -0.20
C 0.063 -0.544 -0.272 -0.53
C -0.928 -1.658 -0.189 -0.10
N 0.351 -0.155 -1.614 -0.05
C 1.495 1.003 -1.813 -0.53
O 0.974 2.152 -2.159 -0.33
H 0.357 -0.349 2.733 0.08
H -0.574 1.200 2.795 0.04
H -1.242 -0.431 2.494 0.06
H -1.277 0.891 0.322 0.08
H 0.386 1.481 0.494 0.10
H 0.919 -0.885 0.184 0.09
H -1.904 -1.163 -0.333 0.08
H -0.742 -2.153 0.758 0.06
H -0.800 -2.324 -1.076 0.08
H -0.386 0.475 -1.980 0.08
H 2.144 0.537 -2.610 0.07
H 1.934 0.965 -0.689 0.09
```

Computed properties:
net charge: -1
SMILES: CC[C@@H](C)NC[O-]

Here is a gas-phase ion, C5H12NO (charge +1) in a non-equilibrium geometry from the OMol25 dataset. Energies are from ωB97M-V/def2-TZVPD.

Geometry as XYZ:
```
19
Properties=species:S:1:pos:R:3:lowdin_charge:R:1
C 1.570 -0.125 -0.652 0.11
C 0.607 -0.997 -0.479 -0.23
N 1.098 -2.217 0.373 0.23
C -0.871 -0.835 -0.251 -0.14
C -1.275 0.311 0.734 -0.16
C -1.229 1.777 0.337 -0.21
O 0.034 2.200 -0.222 -0.09
H 1.558 0.714 -1.316 0.08
H 2.512 -0.107 -0.107 0.10
H 1.238 -1.879 1.323 0.17
H 0.293 -2.838 0.335 0.15
H 1.942 -2.627 -0.014 0.17
H -1.405 -0.682 -1.195 0.13
H -1.385 -1.687 0.194 0.11
H -0.632 0.121 1.602 0.12
H -2.277 0.096 1.028 0.11
H -1.928 1.883 -0.494 0.13
H -1.404 2.377 1.225 0.13
H -0.174 2.441 -1.132 0.09
```

Computed properties:
net charge: +1
SMILES: C=C([NH3+])CCCO

Here is 2 unconnected molecules or ions with the total composition C5H12NO in a non-equilibrium geometry from the OMol25 dataset. Energies are from ωB97M-V/def2-TZVPD.

Geometry as XYZ:
```
19
Properties=species:S:1:pos:R:3:lowdin_charge:R:1
C 0.344 -0.720 -2.904 -0.10
C 0.257 -1.779 -1.757 -0.24
C 0.442 -1.346 -0.386 -0.06
C 0.443 -0.075 0.085 -0.02
N 0.399 -0.073 1.534 0.04
C 0.374 1.046 2.171 0.13
H -0.476 0.012 -2.928 0.08
H 1.259 -0.129 -2.799 0.08
H 0.132 -1.279 -3.817 0.08
H -0.691 -2.279 -2.010 0.13
H 1.116 -2.437 -1.972 0.13
H 0.432 -2.189 0.302 0.13
H 0.634 0.837 -0.450 0.13
H 0.211 -0.868 2.139 0.18
H 0.895 1.826 1.618 0.13
H -0.066 1.239 3.130 0.11
H -1.455 3.357 2.611 0.07
H -2.430 2.362 3.087 0.07
O -1.819 2.493 2.348 -0.06
```

Computed properties:
net charge: +1

Here is 2 unconnected molecules or ions with the total composition C5H12NO in a non-equilibrium geometry from the OMol25 dataset. Energies are from ωB97M-V/def2-TZVPD.

Geometry as XYZ:
```
19
Properties=species:S:1:pos:R:3:lowdin_charge:R:1
C -2.002 -2.063 -0.688 -0.08
C 0.172 0.687 -0.038 -0.28
C -0.107 0.665 1.425 -0.02
C -0.588 1.760 -0.793 0.01
C 2.084 -0.834 -0.217 -0.04
N 1.123 0.024 -0.739 0.05
O -1.474 -1.113 -0.234 -0.01
H -2.558 -2.724 -0.025 0.09
H -2.058 -2.267 -1.806 0.11
H 0.716 1.405 1.737 0.15
H 0.158 -0.209 2.026 0.09
H -1.110 1.059 1.723 0.12
H -0.666 2.633 -0.201 0.08
H -1.674 1.355 -0.931 0.15
H 0.065 1.962 -1.706 0.12
H 1.935 -0.969 0.888 0.12
H 2.138 -1.790 -0.626 0.08
H 3.103 -0.507 -0.356 0.11
H 1.127 0.328 -1.670 0.14
```

Computed properties:
net charge: +1

Here is a gas-phase ion, C5H12NO (charge +1) in a non-equilibrium geometry from the OMol25 dataset. Energies are from ωB97M-V/def2-TZVPD.

Geometry as XYZ:
```
19
Properties=species:S:1:pos:R:3:lowdin_charge:R:1
C 1.072 1.620 0.302 -0.03
C 0.506 0.272 0.035 -0.43
C 1.520 -0.826 0.237 0.00
N -0.190 0.156 -1.296 0.18
C -1.009 0.182 0.153 -0.38
C -1.830 -1.049 0.229 0.05
O -1.598 1.354 0.322 0.15
H 1.401 1.886 1.364 0.13
H 0.511 2.509 -0.007 0.09
H 2.146 1.742 -0.137 0.13
H 1.238 -1.837 -0.241 0.12
H 1.433 -1.044 1.339 0.12
H 2.539 -0.582 0.135 0.07
H -0.189 0.988 -1.895 0.17
H -0.085 -0.649 -1.973 0.19
H -2.805 -0.590 -0.150 0.13
H -2.073 -1.234 1.223 0.08
H -1.534 -1.852 -0.494 0.13
H -2.486 1.209 0.479 0.10
```

Computed properties:
net charge: +1
SMILES: CC1(C)[NH2+][C@]1(C)O

Short version: relative energy (zero: lowest compared OMol25 entry of this formula, charge and spin) = 24.9, 27.8, 48.2, 47.4, 34.2, 39.0 kcal per mole, in the order given.
Short version: frontier orbital gap = 6.48, 6.53, 10.15, 9.17, 10.26, 12.54 eV, in the order given.
Short version: molecular weight = 102.157, 102.157, 102.157, 102.157, 102.157, 102.157 g mol⁻¹, in the order given.